P) Below is an isolated molecule of C6H13NO3, with properties calculated with wB97M-V/def2-TZVPD.

Computed properties:
- SMILES = CC(C)NCCOC(=O)O
- LUMO energy (eV) = 0.809
- HOMO (eV) = -9.03
- gap between HOMO and LUMO (eV) = 9.840

Last column: natural (NBO) charge in e.
Element x y z (Å)
C: 0.57261 -1.01326 1.21301  -0.61
C: -0.60581 -0.43227 0.44117  -0.04
C: -1.93370 -0.89362 1.03860  -0.61
N: -0.51861 1.02724 0.36928  -0.67
C: -1.30490 1.65037 -0.68454  -0.25
C: -1.35340 3.14388 -0.40447  -0.07
O: -1.52315 3.35798 1.00652  -0.51
C: -0.72353 2.73928 1.86101  1.03
O: -1.07872 2.39328 2.96284  -0.60
O: 0.81292 3.06559 1.52852  -0.82
H: 0.53357 -2.11093 1.19740  0.22
H: 1.52836 -0.70424 0.76570  0.21
H: 0.55167 -0.67267 2.25825  0.21
H: -0.54933 -0.82916 -0.59155  0.16
H: -2.79776 -0.47598 0.50423  0.21
H: -2.01467 -1.98787 0.97711  0.21
H: -2.00260 -0.59586 2.09506  0.22
H: 0.61411 1.53996 0.46831  0.44
H: -0.86906 1.48885 -1.68757  0.19
H: -2.33084 1.25508 -0.67578  0.20
H: -0.40983 3.62235 -0.69481  0.19
H: -2.21376 3.61170 -0.89446  0.21
H: 1.28688 2.95481 2.36062  0.49

Q) Below is a structure of composition C6H13NO3, with properties calculated with wB97M-V/def2-TZVPD.

Computed properties:
- LUMO energy (eV) = 0.603
- HOMO (eV) = -8.33
- gap between HOMO and LUMO (eV) = 8.933

Last column: natural (NBO) charge in e.
Element x y z (Å)
C: -1.83454 -0.58402 -0.69071  -0.11
C: -0.86944 -0.55365 0.37313  -0.31
C: -0.81053 0.94050 1.01373  -0.23
C: 1.18453 1.40882 -0.13032  -0.27
C: 1.28082 0.00495 -0.72280  0.11
C: 0.58976 -1.00242 0.05793  0.05
H: -3.41577 -0.89825 -0.01051  0.44
H: -1.22502 0.01232 -1.44623  0.20
H: -1.92797 -1.67971 -1.21820  0.17
H: -1.32004 -1.21913 1.30379  0.20
H: -0.05337 1.26856 1.82973  0.22
H: -2.09582 1.51131 1.27983  0.23
H: -0.85608 2.16825 -0.79919  0.38
H: 1.61317 0.98792 0.92160  0.18
H: 1.79048 2.07293 -0.76938  0.24
H: 0.91652 0.05989 -2.16017  0.14
H: 2.94090 -0.41825 -0.05585  0.47
H: 0.00413 -2.07877 -0.50923  0.22
H: 0.84958 -0.59647 2.10407  0.49
N: -0.11410 1.76655 0.09652  -0.68
O: -3.17891 -0.23271 -0.42149  -0.67
O: 2.56903 -0.42664 -0.97824  -0.72
O: 1.40168 -1.19584 1.33077  -0.75

R) Below is a cluster of 2 separate species, C6H13NO3 in total, with properties calculated with wB97M-V/def2-TZVPD.

Computed properties:
- LUMO energy (alpha / beta) (eV) = -1.415 / -3.001
- HOMO (alpha / beta) (eV) = -9.44 / -9.80
- gap between HOMO and LUMO (alpha / beta) (eV) = 8.026 / 6.802

Last column: natural (NBO) charge in e.
Element x y z (Å)
C: -0.93465 1.37980 2.22181  -0.61
C: 0.35208 0.69977 1.75505  -0.44
C: 0.29088 0.36668 0.19406  0.08
C: 1.32174 -0.65177 -0.59013  -0.16
C: 0.76219 -1.10714 -1.94125  -0.62
C: 1.68272 -1.83217 0.24060  -0.62
O: 0.44761 1.45328 -0.48087  -0.35
O: -3.80826 0.42487 -1.72985  -0.25
N: -3.23950 1.52856 -2.01863  0.49
O: -3.79866 2.41676 -2.71972  -0.24
H: -0.81576 1.90972 3.17891  0.21
H: -1.16840 2.11017 1.44111  0.21
H: -1.78411 0.69102 2.34726  0.20
H: 1.13311 1.44686 1.98706  0.21
H: 0.57086 -0.20183 2.33794  0.19
H: -0.60211 -0.38739 0.19776  0.17
H: 2.26897 -0.13616 -0.82534  0.21
H: -0.02135 -1.87841 -1.83312  0.20
H: 0.36469 -0.25883 -2.51062  0.23
H: 1.56511 -1.56074 -2.55102  0.22
H: 0.83199 -2.50285 0.40298  0.20
H: 2.45902 -2.38810 -0.29261  0.22
H: 2.12183 -1.52207 1.18862  0.22

S) Below is a cluster of 2 separate species, C6H13NO3 in total, with properties calculated with wB97M-V/def2-TZVPD.

Computed properties:
- SMILES = CCCN1CCOC1=O.O
- LUMO energy (eV) = 0.666
- HOMO (eV) = -9.27
- gap between HOMO and LUMO (eV) = 9.935

Last column: natural (NBO) charge in e.
Element x y z (Å)
C: 1.66989 0.31426 -3.11541  -0.61
C: 1.37912 0.66004 -1.66021  -0.40
C: 0.09455 0.00000 -1.17149  -0.21
N: -0.23761 0.35560 0.18954  -0.45
C: 0.51370 -0.16533 1.31463  -0.23
C: -0.29505 0.36001 2.50574  -0.07
O: -1.46734 1.05145 1.87277  -0.49
C: -1.46088 0.81208 0.55320  0.89
O: -2.51908 0.55030 -0.01448  -0.64
H: 1.76888 -0.77244 -3.25194  0.20
H: 0.85988 0.66331 -3.77314  0.21
H: 2.60437 0.78180 -3.45296  0.22
H: 2.22247 0.34092 -1.02786  0.19
H: 1.28490 1.75004 -1.53901  0.21
H: -0.75254 0.30301 -1.80046  0.23
H: 0.18431 -1.09781 -1.24608  0.18
H: 0.54423 -1.26552 1.27930  0.19
H: 1.54292 0.21576 1.32138  0.20
H: -0.46739 -0.38381 3.28950  0.22
H: 0.23348 1.17037 3.02497  0.18
O: -2.57444 -1.66909 2.56785  -0.95
H: -2.95155 -1.43565 1.66026  0.49
H: -2.17679 -2.53931 2.47391  0.46

Going by the energies, S) is most stable and the next is 104.4 kJ/mol up.

P) Below is the ion C3H4NS with charge +1, with properties calculated with wB97M-V/def2-TZVPD.

Computed properties:
- LUMO energy (alpha / beta) (eV) = -6.497 / -6.497
- HOMO (alpha / beta) (eV) = -14.32 / -14.32
- net charge = +1
- gap between HOMO and LUMO (alpha / beta) (eV) = 7.826 / 7.827

Last column: natural (NBO) charge in e.
Element x y z (Å)
C: -0.69583 -1.19866 -0.18746  0.02
C: 0.57608 0.37165 1.51132  -0.47
C: 0.12378 0.74813 -1.13876  0.06
N: -0.49940 -0.33001 -1.05628  -0.28
S: -0.23625 -0.96787 1.54204  0.61
H: -1.34310 -2.04149 -0.28976  0.26
H: 1.27692 0.90894 2.25403  0.29
H: -0.41441 1.55736 -1.57936  0.24
H: 1.21221 0.95195 -1.05579  0.27

Q) Below is the ion C3H4NS with charge +1, with properties calculated with wB97M-V/def2-TZVPD.

Computed properties:
- LUMO energy (eV) = -7.064
- HOMO (eV) = -14.74
- net charge = +1
- gap between HOMO and LUMO (eV) = 7.677

Last column: natural (NBO) charge in e.
Element x y z (Å)
C: -0.79702 -0.56335 -0.74428  0.17
C: 0.28451 -0.58695 -1.78156  -0.27
C: 0.70230 0.47952 0.62708  -0.43
N: -0.61819 -0.04086 0.46494  -0.41
S: 1.55577 0.13094 -0.99646  0.65
H: -1.76148 -0.98672 -1.00321  0.25
H: 0.69884 1.56403 0.78090  0.28
H: 1.24861 0.01527 1.44993  0.28
H: -1.31334 -0.01187 1.20266  0.47

R) Below is the ion C3H4NS with charge +1, with properties calculated with wB97M-V/def2-TZVPD.

Computed properties:
- LUMO energy (alpha / beta) (eV) = -6.884 / -5.758
- HOMO (alpha / beta) (eV) = -13.46 / -13.83
- net charge = +1
- gap between HOMO and LUMO (alpha / beta) (eV) = 6.572 / 8.067

Last column: natural (NBO) charge in e.
Element x y z (Å)
C: -0.94945 -0.00509 -0.03287  0.06
C: -2.16648 -0.01293 0.15872  -0.20
C: 1.63636 -0.49967 -0.20040  -0.09
N: 0.42347 0.32031 0.09447  -0.61
S: -3.79311 -0.00953 -0.12957  0.40
H: 2.69369 -0.18823 -0.33357  0.26
H: 1.34985 -1.54976 -0.16051  0.21
H: 0.42559 1.26846 -0.47107  0.48
H: 0.38008 0.67644 1.07480  0.48

S) Below is a cluster of 2 separate species, C3H4NS in total, with properties calculated with wB97M-V/def2-TZVPD.

Computed properties:
- LUMO energy (eV) = -6.789
- HOMO (eV) = -15.76
- net charge = +1
- gap between HOMO and LUMO (eV) = 8.972

Last column: natural (NBO) charge in e.
Element x y z (Å)
C: 0.67965 -0.23885 0.41122  0.24
C: -1.24622 -1.02428 -0.37436  -0.02
C: 0.19194 0.91165 -0.35223  -0.67
N: -0.17830 -1.20793 0.45481  -0.47
S: -1.43598 0.50733 -1.01691  0.63
H: 1.39678 -0.34096 1.17616  0.26
H: -2.41194 -2.53182 0.02477  0.38
H: 0.26126 1.75594 0.34412  0.33
H: 0.69502 1.27158 -1.24837  0.32

Going by the energies, Q) is most stable and the next is 173.1 kJ/mol up.

P) Below is the ion C6H10 with charge +1, with properties calculated with wB97M-V/def2-TZVPD.

Computed properties:
- multiplicity = 2
- LUMO energy (alpha / beta) (eV) = -5.332 / -7.998
- HOMO (alpha / beta) (eV) = -15.00 / -15.39
- net charge = +1
- gap between HOMO and LUMO (alpha / beta) (eV) = 9.671 / 7.394

Last column: Mulliken spin population.
Element x y z (Å)
C: 1.66708 -0.00200 -0.95705  0.03
C: 0.68843 0.02444 0.17511  0.06
C: 1.11031 0.49909 1.40767  0.35
C: -1.02162 -0.98558 -1.17322  0.34
C: -0.68352 -0.37397 0.01353  0.09
C: -1.72343 0.38230 0.79494  0.05
H: 2.47465 0.71577 -0.82185  0.01
H: 2.25845 -0.92487 -0.99971  0.01
H: 1.18796 0.18563 -1.90692  -0.01
H: 0.36576 0.60237 2.18134  0.03
H: 2.13784 0.71580 1.66904  0.01
H: -1.99743 -0.91160 -1.62807  0.02
H: -0.31480 -1.60669 -1.71117  0.03
H: -2.68875 0.26103 0.30222  0.00
H: -1.93275 -0.02540 1.79041  0.00
H: -1.52817 1.44369 0.86372  -0.01

Q) Below is the ion C6H10 with charge +1, with properties calculated with wB97M-V/def2-TZVPD.

Computed properties:
- multiplicity = 2
- LUMO energy (alpha / beta) (eV) = -5.954 / -5.690
- HOMO (alpha / beta) (eV) = -12.83 / -15.75
- net charge = +1
- gap between HOMO and LUMO (alpha / beta) (eV) = 6.880 / 10.060

Last column: Mulliken spin population.
Element x y z (Å)
C: -0.49924 -0.52985 -1.87065  0.52
C: 0.11761 0.22570 -0.87702  -0.06
C: 0.93251 1.31472 -1.15838  0.49
C: 0.90927 0.13159 1.56769  0.02
C: -0.09266 -0.16904 0.52784  -0.01
C: -1.37640 -0.70234 0.88339  -0.01
H: -0.77432 -1.54794 0.31855  -0.01
H: -0.37401 -0.19521 -2.89072  0.02
H: -0.92589 -1.51118 -1.72398  0.02
H: 1.06872 1.57559 -2.19797  0.02
H: 1.29485 1.98892 -0.39737  0.02
H: 0.68937 1.12207 1.98113  -0.01
H: 0.90784 -0.58813 2.38668  0.00
H: -1.53394 -0.96085 1.92288  0.00
H: 1.91088 0.16631 1.14359  -0.01
H: -2.25460 -0.32038 0.38434  0.00

Going by the energies, P) is most stable and the next is 71.5 kJ/mol up.

P) Below is a structure of composition C7H23BrN5O4V, with properties calculated with wB97M-V/def2-TZVPD.

Computed properties:
- multiplicity = 5
- LUMO energy (alpha / beta) (eV) = -0.622 / -0.637
- HOMO (alpha / beta) (eV) = -7.43 / -9.22
- gap between HOMO and LUMO (alpha / beta) (eV) = 6.810 / 8.585

Last column: Mulliken spin population.
Element x y z (Å)
V: 2.26385 2.18156 -0.11195  4.09
Br: 2.27945 -0.30106 -0.90854  -0.02
C: -0.27098 -0.72781 2.15745  0.01
O: -0.62620 0.52914 2.72381  0.01
H: -1.07397 -1.45642 2.04589  0.00
H: 0.26892 -0.62179 1.21652  0.00
H: 0.58517 -1.18966 2.64919  0.00
H: -1.28117 0.37253 3.40798  0.00
C: -0.46208 -3.24938 -2.95323  0.00
O: -1.23437 -4.05291 -3.36714  0.00
N: 0.79909 -3.55826 -2.76821  0.00
N: -0.73320 -2.00322 -2.68188  0.00
H: 1.28621 -3.01188 -2.07230  0.00
H: 1.12127 -4.50942 -2.87587  0.00
H: 0.01825 -1.37852 -2.42657  0.00
H: -1.62301 -1.58944 -2.92089  0.00
C: 3.70136 -3.29735 1.87025  0.00
O: 3.65193 -4.39167 2.43019  0.00
N: 4.28331 -2.97525 0.73716  0.00
N: 3.06219 -2.36919 2.44278  0.00
H: 3.98244 -2.17286 0.20259  0.00
H: 4.79120 -3.76435 0.36371  0.00
H: 2.69706 -2.40309 3.38386  0.00
H: 3.05335 -1.49884 1.93042  0.00
C: -1.34308 0.92875 -0.56785  -0.04
C: -0.98030 2.40570 -0.30256  -0.02
C: -2.25220 3.09836 0.34107  0.01
O: -3.41494 3.44559 -0.50283  0.00
C: -3.18606 4.66133 -1.27818  0.00
N: 0.08660 2.35140 0.66344  0.00
H: -2.30711 0.80426 -1.06107  0.00
H: -1.46974 0.33907 0.34007  0.00
H: -0.51839 0.38487 -1.02849  0.01
H: -0.64308 2.93118 -1.19602  0.02
H: -2.14038 3.99792 0.94636  0.00
H: -2.64272 2.35640 1.03755  0.00
H: -3.21114 5.54035 -0.63414  0.00
H: -3.98998 4.79862 -2.00134  0.00
H: -2.20511 4.71309 -1.75058  0.00
H: -0.17066 1.56476 1.24234  -0.08
H: -0.15185 3.11746 1.27695  0.02

Q) Below is a structure of composition C7H23BrN5O4V, with properties calculated with wB97M-V/def2-TZVPD.

Computed properties:
- multiplicity = 5
- LUMO energy (alpha / beta) (eV) = -1.990 / -1.623
- HOMO (alpha / beta) (eV) = -8.23 / -8.27
- gap between HOMO and LUMO (alpha / beta) (eV) = 6.243 / 6.643

Last column: Mulliken spin population.
Element x y z (Å)
V: 2.53335 -0.27273 4.39627  4.02
Br: 1.00527 -0.52749 2.17503  -0.01
C: 1.55087 -4.86381 0.16834  0.00
O: 0.55347 -3.97750 0.65175  0.00
H: 1.39834 -5.93008 0.33539  0.00
H: 1.69745 -4.66088 -0.89253  0.00
H: 2.49209 -4.57275 0.63470  0.00
H: 0.91960 -3.09651 0.75860  0.00
C: -2.52011 -2.72114 2.83510  0.00
O: -2.90400 -3.87508 2.84243  0.00
N: -1.92430 -2.16839 3.86720  0.00
N: -2.56414 -1.99344 1.75982  0.00
H: -1.43402 -1.29201 3.75912  0.00
H: -1.86204 -2.76404 4.68049  0.00
H: -1.74783 -1.40035 1.71519  0.00
H: -2.87059 -2.48332 0.93145  0.00
C: 0.66208 -0.43485 -2.17923  0.00
O: 1.66080 0.00987 -1.78606  0.00
N: 0.25019 -0.67557 -3.37455  0.00
N: -0.35844 -0.72551 -1.41329  0.00
H: -0.58331 -1.21265 -3.56666  0.00
H: 0.94795 -0.45828 -4.07170  0.00
H: -0.37523 -0.57856 -0.41418  0.00
H: -1.14927 -1.12876 -1.89503  0.00
C: 1.91696 4.07503 -1.09339  0.00
C: 1.27703 3.08302 -0.05390  0.00
C: -0.14783 2.61864 -0.55007  0.00
O: -1.02420 3.71749 -0.66785  0.00
C: -2.26192 3.34791 -1.21668  0.00
N: 2.12385 1.97418 0.20991  0.00
H: 2.22521 3.63205 -2.04041  0.00
H: 2.80891 4.44800 -0.58998  0.00
H: 1.27800 4.91502 -1.36587  0.00
H: 0.89789 3.51293 0.87321  0.00
H: -0.57257 1.77635 -0.00394  0.00
H: 0.06163 2.20443 -1.53630  0.00
H: -2.82697 4.20507 -1.58284  0.00
H: -2.86572 2.70263 -0.57860  0.00
H: -2.03594 2.87764 -2.17369  0.00
H: 1.75220 1.42763 0.97363  0.00
H: 2.01512 1.28567 -0.52100  0.00

Going by the energies, P) is most stable and the next is 181.3 kJ/mol up.